Entry from the OMol25 dataset: B2Cl2H8Mg as an isolated structure at a distorted geometry (ωB97M-V with the def2-TZVPD basis set).

```
13
Properties=species:S:1:pos:R:3:nbo_charge:R:1
Mg -0.7641 0.1866 0.3706 1.703
Cl -2.6209 1.0217 -0.6385 -0.776
Cl -0.2843 0.0418 2.5733 -0.492
B -0.3568 -1.7819 -0.2770 -0.800
H -0.5167 -2.6927 -0.8330 0.022
H -0.3150 -0.9298 -0.9376 -0.028
H -1.1209 -1.6260 0.4687 -0.020
H 0.5767 -1.8417 0.2608 0.012
B 1.0974 1.5520 -0.2134 -0.649
H 0.0797 1.7298 0.0980 -0.030
H 1.7405 1.6605 0.6462 -0.001
H 1.0007 0.5172 -0.5034 0.061
H 1.4838 2.1627 -1.0146 -0.001
```

Its HOMO-LUMO gap (spin up / spin down) is 10.06 / 4.23 eV. Its HOMO energy (spin up / spin down) is -0.248 / -0.228 Ha. Its total charge is -1. Its spin multiplicity is 2. As for the expectation value of S²: 0.755. The value obtained for the calculated total energy is -31970.9705 eV.

Entry from the OMol25 dataset: B2H22NiO7 as an isolated structure at a distorted geometry (ωB97M-V with the def2-TZVPD basis set).

```
32
Properties=species:S:1:pos:R:3:nbo_charge:R:1
Ni 1.0794 -0.0444 -0.7380 0.942
B -0.0664 0.3493 -2.1247 -0.841
H -1.0773 0.3570 -1.7477 0.037
H 0.4184 -0.6042 -1.9830 0.036
H -0.1142 0.5594 -3.1819 0.061
H 0.4800 1.1254 -1.6115 0.026
B -0.2934 -0.1715 0.2947 -0.871
H -0.8979 0.5532 -0.2283 0.078
H -0.1067 -0.9345 -0.4451 0.025
H 0.6530 0.2505 0.5956 -0.059
H -0.8515 -0.6302 1.0962 0.051
O -1.5109 2.2976 -1.5137 -0.960
H -1.9087 1.6698 -0.9106 0.466
H -0.7182 1.8612 -1.8260 0.480
O -1.7142 0.7521 1.9187 -0.940
H -1.4592 0.1644 1.2076 0.451
H -0.9210 1.2511 2.1139 0.433
O -1.7679 -1.9949 0.3069 -0.980
H -1.0026 -1.4202 0.3170 0.419
H -2.4953 -1.4217 0.0650 0.470
O 1.1999 -1.7291 -0.5731 -0.850
H 1.5201 -2.5467 -0.9542 0.513
H 0.4728 -1.9952 -0.0103 0.540
O 1.3739 1.4378 -0.4267 -0.731
H 1.8685 1.9761 -1.0446 0.532
H 1.5759 1.8106 0.4315 0.521
O 2.3789 -0.2682 0.2298 -0.853
H 2.3397 0.2344 1.0434 0.496
H 3.2160 -0.7305 0.2734 0.516
O -0.4700 -0.6090 3.5063 -0.938
H -0.0992 -0.2762 2.6890 0.455
H -1.1017 -1.2732 3.2304 0.477
```

Its HOMO-LUMO gap is 6.77 eV. Its HOMO energy is -0.300 Ha. The value obtained for the calculated total energy is -57058.3202 eV.

Entry from the OMol25 dataset: B4H16Tl as an isolated structure at a distorted geometry (ωB97M-V with the def2-TZVPD basis set).

```
21
Properties=species:S:1:pos:R:3:nbo_charge:R:1
Tl -3.8968 -5.0850 17.5182 1.017
B -2.9102 -2.4554 16.1436 -0.522
H -3.0594 -2.6297 17.1979 0.011
H -3.7030 -2.9085 15.5687 0.145
H -2.7737 -1.4299 15.8370 0.053
H -2.0449 -3.0207 15.8341 0.168
B -4.7965 -6.9012 19.6826 -0.687
H -5.5806 -6.2950 19.2560 -0.005
H -5.1451 -7.5143 20.4992 0.125
H -4.3604 -7.5503 18.9392 0.038
H -4.0698 -6.2416 20.1309 0.118
B -1.5358 -6.5136 18.7995 -0.675
H -0.8293 -7.2040 19.2337 0.108
H -1.1419 -5.7827 18.1103 0.015
H -2.3117 -7.0899 18.3200 0.025
H -2.0276 -6.0169 19.6214 0.097
B -6.0683 -3.0808 18.4545 -0.505
H -5.0804 -2.9912 18.8791 0.093
H -5.9930 -2.9637 17.3845 0.080
H -6.5271 -4.0424 18.6244 0.135
H -6.6594 -2.2971 18.9023 0.168
```

Its HOMO-LUMO gap (spin up / spin down) is 5.27 / 4.35 eV. Its HOMO energy (spin up / spin down) is -0.404 / -0.371 Ha. Its spin multiplicity is 2. As for the expectation value of S²: 1.749. The value obtained for the calculated total energy is -7638.1753 eV.

Entry from the OMol25 dataset: BCdH18O11P as an isolated structure at a distorted geometry (ωB97M-V with the def2-TZVPD basis set).

```
32
Properties=species:S:1:pos:R:3:nbo_charge:R:1
Cd -7.3977 22.8948 -0.8821 1.720
P -6.2147 21.1089 -2.3415 2.436
O -6.6400 20.3260 -3.6929 -1.236
O -6.7861 22.5040 -2.7521 -1.339
O -4.6924 21.0586 -2.4744 -1.232
O -6.9850 20.9953 -1.0094 -1.341
B -9.6180 23.0999 -1.6306 -0.805
H -8.9868 22.3066 -2.0002 0.027
H -9.0634 23.5643 -0.8300 -0.107
H -9.9103 23.7389 -2.4494 -0.030
H -10.5299 22.6064 -1.3320 -0.039
O -9.0074 21.9547 -4.3975 -0.915
H -9.2556 22.1966 -3.5052 0.486
H -9.8398 21.8057 -4.8460 0.419
O -7.1671 24.9297 -1.0620 -0.959
H -7.5714 25.4700 -0.3831 0.459
H -6.6145 25.5367 -1.5543 0.502
O -8.3593 22.5249 1.0877 -0.981
H -8.2060 21.7716 1.6580 0.493
H -9.2476 22.8107 1.3012 0.506
O -9.1950 19.5629 -0.7425 -1.019
H -8.4235 20.1293 -0.7534 0.512
H -9.4137 19.4375 -1.6659 0.473
O -11.6165 22.5058 0.8850 -0.994
H -11.3829 22.6648 -0.0295 0.508
H -11.4980 21.5633 1.0026 0.470
O -9.8168 26.3433 -1.3279 -0.954
H -9.1132 26.5103 -0.7008 0.430
H -9.6955 25.4299 -1.5871 0.514
O -12.4691 23.8801 -3.5694 -0.961
H -11.5875 23.6610 -3.2678 0.502
H -12.3317 24.3472 -4.3935 0.455
```

Its HOMO-LUMO gap is 2.98 eV. Its HOMO energy is 0.044 Ha. Its total charge is -2. The value obtained for the energy above the lowest of the compared OMol25 structures with the same formula, charge and spin is 2.946 eV. The value obtained for the calculated total energy is -37341.3742 eV.

Entry from the OMol25 dataset: a 9-piece molecular cluster, BF4H16O8 overall at a distorted geometry (ωB97M-V with the def2-TZVPD basis set).

```
29
Properties=species:S:1:pos:R:3:nbo_charge:R:1
B -23.8450 0.7740 -11.6380 1.329
F -23.3460 0.1780 -10.4370 -0.582
F -24.6260 -0.1900 -12.2210 -0.556
F -24.6170 1.8440 -11.3820 -0.557
F -22.7250 1.1200 -12.3810 -0.576
O -23.4760 -2.2920 -9.8640 -0.951
H -23.5160 -1.3140 -9.9370 0.485
H -23.6820 -2.4460 -8.9470 0.437
O -24.7390 2.1940 -8.5180 -0.973
H -24.5180 2.0900 -9.4500 0.495
H -25.3580 1.4930 -8.3110 0.469
O -21.1480 -1.6480 -11.2300 -0.905
H -20.2280 -1.5400 -11.2140 0.439
H -21.3700 -0.7320 -11.0750 0.464
O -21.9550 1.1860 -7.9300 -0.943
H -22.6930 1.2630 -7.3400 0.467
H -22.3200 1.5560 -8.7210 0.474
O -20.1940 2.5580 -12.8640 -0.971
H -20.8710 3.1820 -13.0790 0.486
H -20.5600 1.9650 -12.1970 0.477
O -23.1920 -2.8400 -12.5740 -0.938
H -23.8740 -2.1340 -12.6540 0.480
H -22.6130 -2.6600 -13.3230 0.455
O -22.8930 3.7410 -13.2130 -0.960
H -23.2880 3.0110 -12.7810 0.493
H -23.1950 4.4960 -12.7300 0.466
O -22.3630 0.8190 -15.1840 -0.946
H -22.6100 1.0120 -14.3190 0.480
H -21.8520 1.6000 -15.4200 0.460
```

Its HOMO-LUMO gap is 9.69 eV. Its HOMO energy is -0.253 Ha. Its total charge is -1. The value obtained for the energy above the lowest of the compared OMol25 structures with the same formula, charge and spin is 1.180 eV. The value obtained for the calculated total energy is -28195.2287 eV.

Entry from the OMol25 dataset: a 9-piece molecular cluster, BF4H16O8 overall at a distorted geometry (ωB97M-V with the def2-TZVPD basis set).

```
29
Properties=species:S:1:pos:R:3:nbo_charge:R:1
B -0.6831 0.3324 0.9258 1.325
F 0.1539 0.1744 -0.1312 -0.560
F -1.1921 -0.8096 1.4528 -0.548
F -0.0591 1.0334 1.9208 -0.548
F -1.7361 1.1824 0.5488 -0.577
O -2.5091 -2.4216 -0.0802 -0.997
H -2.1851 -1.9666 0.7248 0.469
H -2.6841 -1.6516 -0.6322 0.479
O -0.9241 3.4544 -0.8832 -0.942
H -1.1931 3.0424 -0.0792 0.483
H -0.7281 4.3494 -0.5902 0.455
O 0.0309 -1.8316 -2.5382 -0.927
H -0.0711 -0.9396 -2.2392 0.473
H 0.3939 -1.8146 -3.4112 0.455
O 2.5729 -1.3006 -0.5742 -0.958
H 2.7329 -1.8816 0.1798 0.469
H 1.9149 -0.6816 -0.3352 0.483
O 2.4039 0.8914 1.7288 -0.964
H 2.8999 1.7094 1.8528 0.449
H 1.4899 1.0634 1.5448 0.485
O -2.8801 -0.2196 -1.4822 -0.954
H -2.4391 0.3634 -0.8562 0.495
H -2.4541 -0.0216 -2.2982 0.470
O 2.2099 2.0184 -1.0472 -0.943
H 1.3559 1.7324 -0.7672 0.477
H 2.6389 2.1964 -0.1932 0.458
O 0.6939 -2.6466 2.3558 -0.956
H 0.0349 -1.9266 2.3618 0.489
H 0.2109 -3.4296 2.5428 0.458
```

Its HOMO-LUMO gap is 9.73 eV. Its HOMO energy is -0.250 Ha. Its total charge is -1. The value obtained for the energy above the lowest of the compared OMol25 structures with the same formula, charge and spin is 1.248 eV. The value obtained for the calculated total energy is -28195.1602 eV.